{
  "formula": "C10H16O",
  "method": "ωB97M-V with the def2-TZVPD basis set",
  "symbols": ["C", "C", "C", "C", "C", "C", "C", "C", "O", "H", "H", "H", "H", "H", "H", "H", "H", "H", "H", "C", "C", "H", "H", "H", "H", "H", "H"],
  "coordinates": [[1.143, -0.209, 0.973], [2.345, 0.574, 1.573], [0.294, 0.712, 0.197], [-0.467, 1.654, 0.816], [0.386, 0.546, -1.204], [-1.181, 2.609, 0.088], [-0.399, 1.485, -1.869], [-1.163, 2.441, -1.263], [-1.667, 3.346, -2.118], [1.441, -1.160, 0.344], [0.574, -0.766, 1.866], [2.545, 0.130, 2.566], [-0.483, 1.851, 1.926], [0.868, -0.222, -1.759], [-1.624, 3.396, 0.681], [-0.366, 1.540, -3.039], [-2.515, 3.822, -1.890], [2.323, 1.596, 1.657], [3.330, 0.510, 0.942], [-1.166, -2.861, 0.538], [-0.238, -3.121, -0.642], [-2.106, -3.473, 0.563], [-0.586, -2.961, 1.493], [-1.539, -1.790, 0.628], [0.099, -4.158, -0.879], [0.786, -2.570, -0.516], [-0.637, -2.921, -1.672]],
  "total_charge": -1,
  "de_lowest_kcal_mol": 44.4,
  "s2": 0.76,
  "molar_mass_g_mol": 152.24,
  "lumo_ev": [3.67, 3.64],
  "spin_multiplicity": 2
}

---

{
  "formula": "C10H16O",
  "method": "ωB97M-V with the def2-TZVPD basis set",
  "symbols": ["C", "C", "C", "C", "C", "O", "C", "C", "H", "H", "H", "H", "H", "H", "H", "H", "C", "C", "C", "H", "H", "H", "H", "H", "H", "H", "H"],
  "coordinates": [[-1.857, 0.447, 2.472], [-0.567, 0.245, 1.775], [0.512, 1.136, 1.700], [1.619, 0.692, 0.990], [1.790, -0.586, 0.444], [3.147, -0.759, 0.167], [0.762, -1.477, 0.666], [-0.385, -1.095, 1.322], [-2.488, -0.337, 2.155], [-2.281, 1.429, 2.352], [-1.757, 0.122, 3.531], [0.467, 2.099, 2.217], [2.541, 1.314, 0.983], [3.501, -1.684, -0.052], [0.994, -2.472, 0.370], [-1.238, -1.762, 1.370], [-2.648, 0.174, -2.586], [-1.088, 0.062, -2.262], [-0.405, 1.013, -3.258], [-2.928, 0.499, -3.615], [-3.119, 0.942, -1.985], [-2.892, -0.893, -2.468], [-0.927, 0.376, -1.263], [-0.760, -0.989, -2.305], [0.257, 0.340, -3.838], [-0.975, 1.590, -3.999], [0.357, 1.566, -2.701]],
  "smiles": "Cc1ccc(O)cc1.CCC",
  "total_charge": 0,
  "de_lowest_kcal_mol": 57.9,
  "molar_mass_g_mol": 152.24,
  "lumo_ev": 0.72,
  "spin_multiplicity": 1
}

---

{
  "formula": "C10H16O",
  "method": "ωB97M-V with the def2-TZVPD basis set",
  "symbols": ["C", "C", "C", "C", "C", "O", "C", "C", "H", "H", "H", "H", "H", "H", "H", "H", "C", "C", "C", "H", "H", "H", "H", "H", "H", "H", "H"],
  "coordinates": [[0.678, -0.857, 3.372], [-0.521, -0.751, 2.377], [-0.721, 0.583, 1.906], [-1.638, 0.730, 0.899], [-2.256, -0.382, 0.242], [-2.900, 0.222, -0.881], [-2.094, -1.663, 0.730], [-1.339, -1.863, 1.892], [1.429, -0.065, 3.262], [1.220, -1.728, 2.975], [0.346, -0.832, 4.406], [-0.195, 1.348, 2.402], [-1.784, 1.660, 0.334], [-3.618, -0.261, -1.280], [-2.578, -2.444, 0.105], [-1.010, -2.795, 2.313], [1.698, 2.073, -2.479], [1.678, 0.639, -2.824], [1.221, -0.229, -1.680], [0.899, 2.460, -1.920], [1.924, 2.570, -3.539], [2.435, 2.589, -1.928], [1.309, 0.367, -3.831], [2.773, 0.225, -2.849], [1.777, -0.115, -0.726], [0.046, -0.149, -1.305], [1.222, -1.331, -1.973]],
  "smiles": "Cc1ccc(O)cc1.CCC",
  "total_charge": 0,
  "de_lowest_kcal_mol": 78.4,
  "molar_mass_g_mol": 152.24,
  "lumo_ev": 0.83,
  "spin_multiplicity": 1
}

---

{
  "formula": "C10H16O",
  "method": "ωB97M-V with the def2-TZVPD basis set",
  "symbols": ["C", "C", "C", "C", "C", "O", "C", "C", "H", "H", "H", "H", "H", "H", "H", "H", "C", "C", "C", "H", "H", "H", "H", "H", "H", "H", "H"],
  "coordinates": [[-0.513, -2.266, 2.842], [0.083, -0.986, 2.376], [0.131, 0.194, 3.173], [0.902, 1.269, 2.835], [1.586, 1.176, 1.575], [2.374, 2.271, 1.266], [1.574, 0.093, 0.750], [0.703, -0.953, 1.135], [-1.483, -2.112, 3.313], [0.187, -2.895, 3.388], [-0.976, -2.822, 2.007], [-0.172, -0.044, 4.189], [0.732, 2.201, 3.366], [2.522, 2.747, 2.071], [2.191, -0.041, -0.124], [0.511, -1.732, 0.401], [0.375, 0.535, -3.437], [-1.035, -0.043, -3.516], [-2.195, 0.443, -2.591], [0.634, 1.022, -2.476], [0.592, 1.337, -4.140], [1.082, -0.284, -3.478], [-1.450, 0.062, -4.528], [-0.949, -1.074, -3.195], [-2.180, 1.534, -2.703], [-3.180, 0.143, -2.950], [-2.047, 0.226, -1.550]],
  "smiles": "Cc1ccc(O)cc1.CCC",
  "total_charge": 0,
  "de_lowest_kcal_mol": 45.4,
  "molar_mass_g_mol": 152.24,
  "lumo_ev": 0.90,
  "spin_multiplicity": 1
}

---

{
  "formula": "C10H16O",
  "method": "ωB97M-V with the def2-TZVPD basis set",
  "symbols": ["C", "C", "C", "C", "C", "C", "O", "C", "C", "H", "H", "H", "H", "H", "H", "H", "H", "H", "H", "C", "C", "H", "H", "H", "H", "H", "H"],
  "coordinates": [[1.187, 2.806, 0.658], [0.187, 1.668, 0.455], [0.710, 0.559, -0.435], [1.967, -0.010, -0.221], [2.412, -1.065, -0.985], [1.609, -1.571, -1.996], [2.100, -2.606, -2.758], [0.364, -1.015, -2.227], [-0.072, 0.052, -1.463], [1.805, 2.660, 1.540], [0.701, 3.781, 0.763], [1.846, 2.925, -0.195], [-0.132, 1.247, 1.416], [-0.740, 2.050, 0.033], [2.613, 0.362, 0.571], [3.379, -1.517, -0.832], [1.507, -3.376, -2.766], [-0.218, -1.424, -3.053], [-1.054, 0.442, -1.701], [-3.073, -0.602, 1.137], [-1.964, -0.885, 2.144], [-2.700, -0.129, 0.230], [-3.610, -1.516, 0.878], [-3.809, 0.089, 1.562], [-2.249, -1.678, 2.827], [-1.714, -0.033, 2.780], [-1.050, -1.213, 1.639]],
  "smiles": "CCc1ccc(O)cc1.CC",
  "total_charge": 0,
  "de_lowest_kcal_mol": 19.7,
  "molar_mass_g_mol": 152.24,
  "lumo_ev": 0.83,
  "spin_multiplicity": 1
}

---

{
  "formula": "C10H16O",
  "method": "ωB97M-V with the def2-TZVPD basis set",
  "symbols": ["C", "C", "C", "C", "C", "O", "C", "C", "H", "H", "H", "H", "H", "H", "H", "H", "C", "C", "C", "H", "H", "H", "H", "H", "H", "H", "H"],
  "coordinates": [[-0.822, -2.053, 2.593], [-0.572, -1.967, 1.110], [0.750, -1.821, 0.625], [0.943, -1.608, -0.750], [-0.194, -1.383, -1.530], [-0.034, -1.285, -2.880], [-1.486, -1.481, -1.039], [-1.681, -1.930, 0.276], [-0.682, -3.084, 3.041], [-1.785, -1.695, 2.948], [0.064, -1.873, 3.299], [1.621, -2.009, 1.221], [1.965, -1.576, -1.124], [0.829, -1.054, -3.239], [-2.386, -1.381, -1.621], [-2.679, -2.217, 0.515], [1.473, 3.522, 0.048], [0.929, 2.085, -0.424], [-0.590, 2.079, -0.480], [0.903, 3.585, 0.977], [1.267, 4.175, -0.743], [2.546, 3.607, 0.240], [1.319, 1.915, -1.450], [1.340, 1.235, 0.125], [-0.921, 1.082, -0.756], [-1.009, 2.617, 0.379], [-1.107, 2.516, -1.363]],
  "smiles": "Cc1ccc(O)cc1.CCC",
  "total_charge": 0,
  "de_lowest_kcal_mol": 57.6,
  "molar_mass_g_mol": 152.24,
  "lumo_ev": 0.85,
  "spin_multiplicity": 1
}

---

{
  "formula": "C10H16O",
  "method": "ωB97M-V with the def2-TZVPD basis set",
  "symbols": ["C", "C", "C", "C", "C", "O", "C", "C", "H", "H", "H", "H", "H", "H", "H", "H", "C", "C", "C", "H", "H", "H", "H", "H", "H", "H", "H"],
  "coordinates": [[-2.712, 0.719, 1.398], [-1.828, 0.557, 0.187], [-1.997, -0.506, -0.701], [-1.210, -0.665, -1.823], [-0.175, 0.247, -2.036], [0.776, 0.075, -3.007], [0.027, 1.308, -1.176], [-0.787, 1.443, -0.051], [-3.189, 1.696, 1.438], [-2.066, 0.648, 2.286], [-3.332, -0.167, 1.539], [-2.930, -1.053, -0.581], [-1.490, -1.300, -2.657], [0.496, -0.282, -3.866], [0.800, 2.040, -1.340], [-0.626, 2.325, 0.556], [2.019, -0.477, 0.721], [1.821, -1.270, 1.998], [2.811, -0.855, 3.092], [2.966, -0.693, 0.215], [1.959, 0.560, 1.046], [1.310, -0.598, -0.089], [0.817, -1.112, 2.383], [1.908, -2.335, 1.785], [2.535, -1.355, 4.014], [3.824, -1.040, 2.743], [2.705, 0.218, 3.281]],
  "smiles": "Cc1ccc(O)cc1.CCC",
  "total_charge": 0,
  "de_lowest_kcal_mol": 27.0,
  "molar_mass_g_mol": 152.24,
  "lumo_ev": 0.85,
  "spin_multiplicity": 1
}

---

{
  "formula": "C10H16O",
  "method": "ωB97M-V with the def2-TZVPD basis set",
  "symbols": ["C", "C", "C", "C", "C", "C", "C", "C", "O", "H", "H", "H", "H", "H", "H", "H", "H", "H", "H", "C", "C", "H", "H", "H", "H", "H", "H"],
  "coordinates": [[0.042, -0.802, -0.402], [-0.633, -1.744, -1.405], [-0.906, -0.244, 0.601], [-2.079, 0.436, 0.191], [-0.628, -0.446, 2.001], [-2.970, 0.895, 1.108], [-1.463, 0.042, 2.943], [-2.651, 0.705, 2.475], [-3.423, 1.149, 3.431], [0.895, -1.212, 0.130], [0.467, 0.039, -0.938], [-0.022, -2.612, -1.602], [-2.262, 0.534, -0.870], [0.277, -1.008, 2.187], [-3.915, 1.368, 0.877], [-1.404, 0.036, 4.019], [-4.137, 1.742, 3.114], [-0.910, -1.245, -2.337], [-1.572, -2.158, -1.028], [3.790, 0.072, -2.264], [3.084, 1.067, -1.355], [4.844, 0.273, -2.364], [3.571, -0.956, -1.958], [3.390, 0.108, -3.269], [3.558, 1.282, -0.389], [2.927, 2.010, -1.874], [2.132, 0.669, -1.020]],
  "total_charge": 1,
  "de_lowest_kcal_mol": 10.4,
  "s2": 0.77,
  "molar_mass_g_mol": 152.24,
  "lumo_ev": [-3.66, -7.32],
  "spin_multiplicity": 2
}

---

{
  "formula": "C10H16OP",
  "method": "ωB97M-V with the def2-TZVPD basis set",
  "symbols": ["C", "C", "C", "C", "C", "C", "C", "C", "C", "C", "O", "P", "H", "H", "H", "H", "H", "H", "H", "H", "H", "H", "H", "H", "H", "H", "H", "H"],
  "coordinates": [[2.261, 1.746, -2.077], [2.497, 0.752, -1.137], [0.973, 1.933, -2.479], [1.447, 0.263, -0.395], [-0.075, 1.299, -1.786], [0.134, 0.418, -0.749], [-0.058, 1.077, 2.609], [-0.606, -2.743, -0.782], [-0.591, -0.334, 2.182], [-1.665, -2.010, 0.118], [-2.292, 0.819, 0.486], [-1.080, -0.235, 0.437], [3.069, 2.049, -2.725], [3.448, 0.538, -0.712], [0.836, 2.607, -3.196], [1.803, -0.552, 0.308], [-1.022, 1.405, -2.207], [1.019, 0.973, 2.276], [-0.579, 1.855, 2.073], [-0.181, 1.279, 3.638], [-0.193, -3.543, -0.065], [-1.031, -3.214, -1.607], [0.242, -2.002, -1.000], [-1.571, -0.467, 2.570], [0.019, -1.142, 2.436], [-1.919, -2.431, 1.100], [-2.611, -2.008, -0.338], [-2.277, 1.670, 1.023]],
  "total_charge": 1,
  "de_lowest_kcal_mol": 6.2,
  "molar_mass_g_mol": 183.21,
  "lumo_ev": -3.12,
  "spin_multiplicity": 1
}